Entry 1:
{"formula": "C4H7NO2", "method": "the ωB97M-V functional and the def2-TZVPD basis", "smiles": "C=C1CN1.O=CO", "e_above_lowest_ev": 2.717, "multiplicity": 1, "elements": ["O", "C", "C", "C", "N", "C", "O", "H", "H", "H", "H", "H", "H", "H"], "positions_angstrom": [[2.09195, -1.18235, 0.95997], [-1.13475, -1.04913, 0.59679], [-1.18970, 0.16612, 0.07914], [-1.32849, 1.08644, -1.03433], [-0.92734, 1.50851, 0.33255], [1.82083, -0.53432, -0.17419], [1.83542, 0.66805, -0.29740], [2.25791, -0.50572, 1.63894], [-1.44279, -1.91536, 0.01988], [-0.79020, -1.21106, 1.61420], [-2.30172, 1.45077, -1.35443], [-0.56010, 1.05286, -1.80721], [0.06916, 1.71126, 0.40402], [1.59980, -1.24606, -0.97793]], "forces_ev_per_a": [[0.09, 0.17, 0.09], [-0.05, 0.10, -0.02], [0.03, -0.12, 0.00], [-0.12, -0.06, -0.31], [0.11, -0.02, 0.19], [-0.03, 0.47, -0.13], [0.06, -0.64, 0.05], [0.02, -0.11, -0.04], [0.02, 0.16, 0.05], [-0.09, 0.05, -0.13], [0.14, -0.07, 0.07], [-0.12, 0.02, 0.15], [-0.12, -0.03, -0.01], [0.04, 0.09, 0.04]]}

---

Entry 2:
{"formula": "C45H95N11O17", "method": "the ωB97M-V functional and the def2-TZVPD basis", "e_tot_ha": -3653.0756, "multiplicity": 1, "elements": ["C", "C", "O", "N", "C", "H", "H", "H", "H", "H", "H", "H", "C", "C", "O", "N", "C", "H", "H", "H", "H", "H", "H", "H", "C", "C", "O", "N", "C", "H", "H", "H", "H", "H", "H", "H", "C", "C", "O", "N", "C", "H", "H", "H", "H", "H", "H", "H", "C", "C", "O", "N", "C", "H", "H", "H", "H", "H", "H", "H", "C", "C", "O", "N", "C", "H", "H", "H", "H", "H", "H", "H", "C", "C", "O", "N", "C", "H", "H", "H", "H", "H", "H", "H", "C", "C", "O", "N", "C", "H", "H", "H", "H", "H", "H", "H", "C", "C", "O", "N", "C", "H", "H", "H", "H", "H", "H", "H", "C", "C", "O", "N", "C", "H", "H", "H", "H", "H", "H", "H", "C", "C", "O", "N", "C", "H", "H", "H", "H", "H", "H", "H", "O", "C", "O", "C", "C", "C", "H", "H", "H", "H", "H", "H", "O", "C", "O", "C", "C", "C", "H", "H", "H", "H", "H", "H", "O", "C", "O", "C", "C", "C", "H", "H", "H", "H", "H", "H"], "positions_angstrom": [[-2.24364, 4.40690, 6.65822], [-3.35687, 3.60521, 6.01196], [-3.18850, 2.53310, 5.49688], [-4.56779, 4.18737, 5.92708], [-5.05091, 5.41144, 6.60918], [-2.52787, 4.43219, 7.71021], [-2.23082, 5.45444, 6.35725], [-1.26446, 3.92819, 6.64662], [-5.30754, 3.63418, 5.51862], [-4.64949, 5.54219, 7.61410], [-6.13359, 5.41972, 6.48325], [-4.68761, 6.33146, 6.15129], [3.62356, 8.27816, 2.90820], [3.27850, 6.83755, 2.95771], [2.58118, 6.38571, 2.07559], [3.70124, 6.15956, 3.97253], [3.70102, 4.68472, 4.07624], [3.82179, 8.48558, 1.85664], [4.52956, 8.49379, 3.47456], [2.86030, 8.93451, 3.32624], [4.07358, 6.64196, 4.77799], [4.01035, 4.23297, 3.13373], [2.68762, 4.38453, 4.34273], [4.48544, 4.25418, 4.69867], [1.75535, -0.27372, 7.63161], [2.13299, 0.18134, 9.03365], [2.20544, 1.44042, 9.21096], [2.35289, -0.75557, 10.02732], [2.48342, -0.34642, 11.39632], [1.57669, 0.56959, 6.96452], [0.83867, -0.86299, 7.65537], [2.53276, -0.88273, 7.17026], [2.34504, -1.74047, 9.80370], [2.22370, 0.70194, 11.54320], [3.50642, -0.51404, 11.73320], [1.84460, -1.02843, 11.95746], [9.20431, 2.41075, 2.13136], [7.88673, 1.75473, 1.76299], [7.34638, 0.84514, 2.41544], [7.25397, 2.22266, 0.67408], [6.05728, 1.70820, 0.02890], [9.96835, 1.64617, 1.99082], [9.12715, 2.61042, 3.20014], [9.48881, 3.31551, 1.59419], [7.75631, 2.97812, 0.23019], [5.88069, 0.74854, 0.51467], [6.28871, 1.61844, -1.03246], [5.27267, 2.40848, 0.31543], [-7.08639, 6.80493, 1.21672], [-6.26895, 5.98285, 0.23609], [-6.84807, 5.32517, -0.60860], [-4.93100, 6.03271, 0.33949], [-4.14525, 6.84308, 1.32973], [-6.59320, 6.98150, 2.17258], [-7.98227, 6.25330, 1.50171], [-7.37060, 7.76025, 0.77549], [-4.40588, 5.43825, -0.28578], [-3.13262, 7.13474, 1.05112], [-3.93152, 6.31637, 2.25978], [-4.60283, 7.80911, 1.54303], [-2.30677, -4.95148, -7.78818], [-1.67178, -6.13039, -7.00771], [-1.90008, -7.27079, -7.37467], [-1.03128, -5.79379, -5.86410], [-0.35278, -6.83054, -5.02111], [-3.37687, -5.15844, -7.77522], [-2.07052, -5.12972, -8.83724], [-2.04362, -3.93654, -7.49031], [-0.89435, -4.86122, -5.50123], [-0.88620, -7.74418, -4.75877], [0.06394, -6.46682, -4.08188], [0.51731, -7.15821, -5.59003], [4.96409, -2.33059, -6.62474], [3.97329, -3.26630, -7.23509], [2.78551, -3.03154, -7.19521], [4.48271, -4.34547, -7.78747], [3.73524, -5.36532, -8.50237], [4.51147, -1.56799, -5.99096], [5.64400, -1.89545, -7.35719], [5.56317, -2.90954, -5.92187], [5.48573, -4.36028, -7.90508], [4.11810, -5.52844, -9.50980], [2.66102, -5.18646, -8.54893], [3.71446, -6.31613, -7.96980], [-0.96084, 2.78465, -8.93472], [-0.44187, 1.51860, -8.28614], [-1.21732, 0.70980, -7.83689], [0.84178, 1.25969, -8.24981], [1.97634, 2.05800, -8.76670], [-1.41389, 3.39358, -8.15239], [-1.72616, 2.54407, -9.67263], [-0.20111, 3.36574, -9.45746], [1.02271, 0.36533, -7.81681], [1.88281, 2.27299, -9.83119], [2.86466, 1.43661, -8.65332], [2.16547, 2.97385, -8.20675], [-1.05982, -0.70423, -2.32853], [-0.56272, -0.44413, -0.95841], [0.30558, -1.17195, -0.43467], [-1.06842, 0.71682, -0.45948], [-0.56432, 1.29931, 0.76757], [-1.67919, 0.10658, -2.71202], [-1.60506, -1.64274, -2.22847], [-0.19521, -0.84352, -2.97749], [-1.67433, 1.26000, -1.05775], [0.27574, 1.96858, 0.58195], [-0.30935, 0.57336, 1.53964], [-1.40542, 1.92048, 1.07546], [-2.67291, 6.04282, -4.54018], [-1.75230, 5.04446, -3.92215], [-2.22951, 4.18607, -3.18069], [-0.42115, 5.11854, -4.11841], [0.61730, 4.25326, -3.55573], [-3.06284, 5.91430, -5.54990], [-2.25897, 7.04881, -4.47128], [-3.57989, 6.05826, -3.93583], [-0.10705, 5.93319, -4.62614], [0.66294, 4.60273, -2.52428], [1.53655, 4.58077, -4.04135], [0.49242, 3.17896, -3.69126], [-5.90006, -8.01911, 2.63267], [-5.58826, -6.76528, 1.98366], [-5.83171, -5.70747, 2.56153], [-4.96057, -6.87984, 0.77100], [-4.34433, -5.75849, -0.00403], [-6.58145, -8.58005, 1.99302], [-6.37262, -7.90542, 3.60831], [-5.02594, -8.61756, 2.88934], [-4.87763, -7.82915, 0.43630], [-4.93798, -5.58823, -0.90219], [-3.33728, -5.85484, -0.40981], [-4.37897, -4.83313, 0.57096], [4.36349, -6.49869, -1.79331], [5.21982, -5.87171, -1.20983], [6.30635, -6.52968, -0.65485], [7.15586, -5.63711, 0.01122], [6.72063, -4.26879, -0.55212], [5.26267, -4.38421, -0.91728], [8.16929, -5.92324, -0.27018], [6.95096, -5.76119, 1.07457], [7.11977, -4.01039, -1.53294], [6.92005, -3.46714, 0.15901], [4.89554, -3.80802, -1.76659], [4.56559, -4.13532, -0.11713], [-7.45825, 1.24361, 3.01853], [-6.98374, 0.59184, 2.07553], [-7.74007, -0.27597, 1.41949], [-7.01220, -0.83448, 0.34649], [-5.87040, 0.09950, 0.16201], [-5.57165, 0.52880, 1.54514], [-7.65416, -0.94714, -0.52718], [-6.57465, -1.81456, 0.53649], [-6.14172, 0.93763, -0.47988], [-4.96161, -0.35209, -0.23582], [-5.05066, 1.48506, 1.49788], [-4.95769, -0.17318, 2.10938], [-0.92903, -7.41882, 5.38528], [-0.42231, -6.36590, 4.95484], [0.81235, -6.32778, 4.42950], [1.09887, -5.08512, 3.79949], [-0.30565, -4.52206, 3.55058], [-1.07919, -5.00990, 4.74984], [1.64350, -5.14677, 2.85732], [1.58875, -4.51048, 4.58556], [-0.77494, -4.77685, 2.60034], [-0.35696, -3.43582, 3.47600], [-2.13649, -5.06751, 4.49118], [-1.01083, -4.43458, 5.67310]], "forces_ev_per_a": [[-0.64, -0.05, 1.03], [0.66, 0.89, -0.66], [0.61, -1.55, -0.34], [-1.39, 1.59, 0.85], [0.89, -0.12, -0.83], [0.10, 0.15, 0.35], [0.15, -0.12, -0.29], [-0.26, 0.01, -0.52], [0.36, -0.23, -0.04], [-0.65, -0.63, 0.36], [0.12, 0.02, 0.67], [0.06, -0.01, -0.64], [0.96, 0.94, 0.27], [-1.61, 1.61, -1.65], [-0.37, -1.04, -1.04], [2.23, -2.63, 3.37], [-0.34, 0.33, -0.82], [-0.23, 0.33, 0.14], [0.15, 0.04, -0.01], [-0.25, -0.17, -0.32], [0.12, 0.06, -0.39], [-0.64, 0.31, -0.44], [0.29, -0.54, 0.07], [-0.32, 0.72, 0.80], [0.02, -0.55, 0.13], [0.18, 3.01, -0.05], [-0.09, -3.59, 0.37], [-0.41, 1.47, -1.91], [0.34, -0.78, 0.50], [0.12, 0.12, 0.44], [-0.01, -0.14, 0.06], [0.08, -0.15, 0.12], [-0.12, 0.31, -0.05], [-0.12, -0.24, -0.23], [0.09, 0.19, 0.16], [-0.09, 0.37, 0.45], [-0.30, -0.62, 0.45], [-1.85, -1.38, 0.63], [1.35, 0.89, -0.27], [1.53, 1.27, -0.79], [0.81, 0.14, 1.30], [0.13, 0.10, 0.05], [0.23, 0.10, -0.04], [-0.26, -0.10, -0.09], [-0.35, -0.09, -0.24], [-0.25, -0.05, -0.34], [-0.60, 0.00, 0.04], [-0.46, -0.28, -0.71], [0.05, -0.14, 0.72], [-1.22, 0.24, 0.27], [0.32, -0.23, -0.21], [2.11, 0.98, 0.98], [-0.16, -0.20, -0.13], [0.27, 0.20, -0.15], [-0.06, -0.02, -0.52], [0.00, -0.04, -0.02], [-0.15, 0.06, -0.05], [-0.10, -0.38, -1.08], [-0.63, -0.21, 0.18], [-0.38, -0.30, 0.00], [0.29, -1.14, -0.22], [-1.32, 1.22, -0.25], [0.71, 0.11, 0.31], [0.83, -1.43, 1.95], [0.72, 0.00, -0.88], [-0.10, 0.38, 0.38], [0.33, 0.25, -0.02], [-0.08, -0.18, 0.10], [-0.35, 0.00, -0.78], [-0.70, 0.37, -0.44], [-0.37, 0.68, -0.16], [0.08, -0.22, 0.00], [0.86, 0.04, 0.90], [-0.98, 1.59, 0.56], [-1.03, 0.07, 0.05], [1.13, -1.78, -1.28], [-0.67, -0.62, 0.21], [-0.30, 0.03, -0.53], [-0.09, 0.09, -0.02], [0.34, -0.10, -0.06], [-0.18, -0.17, 0.13], [0.03, 0.12, 0.08], [0.20, 0.89, -0.13], [0.66, -0.13, 0.11], [0.34, 0.27, -0.16], [-1.77, 0.79, -0.87], [-1.22, -0.76, 0.67], [3.11, 0.39, -0.24], [-0.29, -0.86, 0.30], [-0.02, 0.04, -0.07], [-0.04, -0.20, 0.23], [0.08, 0.06, 0.17], [0.27, 0.05, -0.05], [-0.16, 0.08, 0.06], [-0.03, 0.03, -0.02], [-0.26, 0.06, 0.00], [-0.16, -0.63, -0.33], [1.68, 0.17, 0.22], [-1.67, 1.41, -0.21], [0.95, -1.15, 0.55], [-0.93, 0.85, -0.18], [-0.11, -0.27, -0.09], [-0.17, -0.02, -0.59], [-0.14, -0.14, -0.04], [0.20, -0.05, 0.25], [0.20, -0.14, 0.02], [-0.14, -0.08, -0.34], [0.27, 0.12, 0.71], [-0.64, 1.29, 0.14], [-0.53, -1.66, 1.10], [0.32, -0.02, -0.22], [0.02, 0.58, -1.49], [-0.27, 1.50, 0.24], [0.66, -0.50, -0.16], [0.14, 0.11, -0.18], [0.14, -0.12, 0.18], [0.06, -0.28, -0.03], [0.41, -0.96, 0.36], [0.08, -0.27, 0.04], [-0.39, 0.25, 0.11], [-0.76, -2.20, 1.06], [0.79, 2.48, 0.35], [0.39, -0.17, -0.99], [0.83, 0.66, -0.34], [-1.30, -0.08, -0.08], [0.08, -0.40, 0.06], [-0.24, 0.53, -0.30], [0.22, -0.08, -0.58], [0.22, 0.31, -0.16], [-0.27, 0.09, 0.02], [0.21, -0.82, 0.70], [-0.12, -0.30, 0.26], [1.08, 0.85, 0.56], [-1.36, -1.75, -0.29], [-1.62, -0.26, -1.16], [-0.26, 0.77, -0.74], [0.35, 1.38, 0.30], [-0.38, -0.92, 0.51], [0.08, 0.24, 0.39], [0.39, 0.34, 0.15], [1.15, -0.25, 0.32], [0.14, 0.08, -0.18], [0.41, -0.12, -0.11], [0.00, -0.33, 0.26], [1.39, -1.35, -2.37], [-0.89, 1.96, 4.01], [-0.78, -0.58, -0.19], [0.30, -0.92, -1.26], [1.39, -0.15, -1.63], [-0.07, 1.37, 0.32], [-0.14, 0.19, 0.16], [-0.50, -0.30, 0.69], [0.00, 0.14, 0.11], [-0.27, -0.25, -0.51], [-0.22, 0.06, 0.66], [-0.20, -0.13, 0.07], [1.71, 3.11, -0.86], [-2.23, -2.90, 0.52], [0.57, -1.33, -0.13], [-1.46, 0.97, 0.19], [0.14, 1.89, 0.05], [-0.61, -0.75, -0.33], [0.34, -0.55, 0.45], [0.44, 0.40, -0.50], [0.21, -0.87, 0.08], [0.51, 0.20, 0.25], [0.01, -0.44, 0.38], [0.33, 0.27, -0.13]]}

---

Entry 3:
{"formula": "C2H4ClN", "method": "the ωB97M-V functional and the def2-TZVPD basis", "e_above_lowest_ev": 2.942, "multiplicity": 1, "elements": ["C", "C", "N", "Cl", "H", "H", "H", "H"], "positions_angstrom": [[-0.77661, 0.28081, -0.04389], [1.68756, -0.66981, 0.03828], [0.54861, 0.15513, -0.01421], [3.14651, 0.11890, -0.04176], [-1.37635, -0.69166, -0.10320], [-1.13142, 1.28373, -0.32792], [1.57203, -1.69948, 0.30631], [0.87217, 1.21687, -0.16802]], "forces_ev_per_a": [[-0.57, -2.53, -0.34], [-4.86, 1.10, 0.03], [3.33, 3.38, -0.83], [1.50, 0.54, 0.03], [0.65, 1.87, 0.23], [-0.08, -0.98, 0.33], [0.14, -0.17, 0.00], [-0.11, -3.21, 0.55]]}